Computed, not measured: a molecular structure, C16H21N5O9SSm in a non-equilibrium geometry, with ωB97M-V/def2-TZVPD.

Element x y z (Å)
Sm (-0.3588, 1.2097, -1.8046)
C (3.3247, 3.0130, -3.0923)
C (2.0181, 3.6861, -2.8768)
N (0.9336, 3.1330, -2.3503)
C (-0.0415, 4.1342, -2.3111)
C (0.4902, 5.2838, -2.8262)
N (1.7740, 4.9694, -3.1710)
C (0.0230, 6.6791, -3.1288)
O (-1.1753, 7.0093, -2.7408)
O (0.7902, 7.4044, -3.7095)
C (-1.4092, 3.9320, -1.6969)
O (-2.1456, 4.8946, -1.5856)
O (-1.6750, 2.7295, -1.3036)
H (3.2178, 1.9374, -2.9829)
H (4.0521, 3.3683, -2.3605)
H (3.7130, 3.2331, -4.0861)
H (2.3882, 5.6552, -3.5931)
H (-1.6425, 6.2647, -2.2819)
C (-0.8355, -1.0968, -4.7757)
C (-0.5991, -0.1676, -3.6368)
O (-1.2868, -0.3653, -2.5901)
H (-1.7207, -1.7122, -4.6152)
H (0.0449, -1.7390, -4.8742)
H (-0.9124, -0.5409, -5.7101)
C (-2.1559, -5.6168, 3.8054)
C (-0.9414, -5.9138, 2.9374)
S (0.3384, -4.6646, 3.1223)
O (0.9639, -4.7752, 4.4061)
O (1.1626, -4.6706, 1.9328)
C (-0.5367, -3.0625, 3.0680)
C (0.5526, -1.9853, 3.0557)
N (0.1888, -0.8157, 2.2470)
C (0.2284, -0.7761, 0.9070)
N (-0.0070, 0.4635, 0.4600)
C (-0.2122, 1.2474, 1.5615)
C (-0.0951, 0.4710, 2.6697)
N (-0.2880, 0.8982, 4.0342)
O (-0.5505, 0.0467, 4.8641)
O (-0.2858, 2.0951, 4.2111)
C (0.5021, -1.9342, 0.0129)
H (-2.8517, -6.4525, 3.7579)
H (-2.6836, -4.7251, 3.4700)
H (-1.8601, -5.4861, 4.8467)
H (-1.1626, -5.9476, 1.8716)
H (-0.4503, -6.8389, 3.2392)
H (-1.1841, -2.9636, 3.9357)
H (-1.1235, -3.0713, 2.1496)
H (1.4751, -2.3920, 2.6415)
H (0.7466, -1.6572, 4.0659)
H (-0.4310, 2.3009, 1.5108)
H (1.1151, -2.6929, 0.4998)
H (1.0143, -1.5927, -0.8857)
H (-0.4357, -2.4032, -0.2944)

Values from the calculation:
Electronic energy   -71543.2725 eV
E_LUMO (alpha / beta)   -3.4651 / -3.4515 eV
2S+1   6
HOMO energy (alpha / beta)   -0.4656 / -0.4649 hartree
Net charge   +1

***

Computed, not measured: a gas-phase ion, C34H43N2O (charge +1) in a non-equilibrium geometry, with ωB97M-V/def2-TZVPD.

Element x y z (Å)
C (-4.7607, -1.7891, 5.8056)
C (-3.6905, -1.6409, 4.7433)
C (-3.9993, -1.6836, 3.3775)
C (-3.0107, -1.7290, 2.3789)
C (-3.5301, -1.7583, 0.9717)
C (-1.6198, -1.6999, 2.6910)
C (-0.5711, -2.1172, 1.6183)
C (0.8858, -2.2815, 2.0540)
C (-0.1108, -1.3211, 0.1077)
C (0.8774, -0.2652, -0.2107)
N (0.8847, 0.5289, -1.3071)
C (2.2151, 0.9596, -2.0203)
C (3.0117, 2.2256, -1.4820)
C (2.2604, 3.4803, -1.9122)
C (4.4425, 2.2212, -2.0365)
C (3.0274, 2.1637, 0.0189)
N (1.7979, 1.0824, -3.4078)
C (2.6079, 1.5128, -4.5478)
C (0.4357, 0.9572, -3.5977)
O (-0.1928, 1.2196, -4.6161)
C (-0.1748, 0.4207, -2.3043)
C (-1.4302, 1.1551, -1.8620)
C (-1.1312, 2.6020, -1.5787)
C (-0.8492, 3.0298, -0.2710)
C (-0.5755, 4.3811, -0.0385)
C (-0.5958, 5.3037, -1.0862)
C (-0.8901, 4.8674, -2.3780)
C (-1.1786, 3.5284, -2.6248)
C (0.2221, -2.5694, -0.7490)
C (-0.8553, -3.3815, -1.1524)
C (-0.6293, -4.7524, -1.1295)
C (0.6754, -5.2245, -1.1327)
C (1.7753, -4.3581, -1.1287)
C (1.5499, -2.9634, -1.0451)
C (-1.3389, -1.5049, 4.0661)
C (0.0176, -1.2972, 4.6802)
C (-2.3374, -1.5058, 5.0586)
H (-4.3303, -1.6993, 6.8111)
H (-5.5195, -1.0027, 5.6893)
H (-5.2841, -2.7594, 5.7488)
H (-5.0531, -1.7085, 3.0853)
H (-4.6245, -1.8108, 1.0322)
H (-3.2798, -0.8417, 0.4171)
H (-3.1664, -2.6108, 0.3894)
H (-1.0773, -3.0788, 1.2106)
H (1.5346, -3.0257, 1.5144)
H (1.3606, -1.2801, 1.9051)
H (1.0111, -2.5016, 3.0996)
H (-1.1842, -0.9747, 0.0996)
H (1.8438, -0.1676, 0.2904)
H (2.8918, 0.0908, -1.9088)
H (1.1996, 3.3527, -1.6675)
H (2.5924, 4.3744, -1.3543)
H (2.3257, 3.6853, -2.9939)
H (4.9039, 1.2363, -1.8950)
H (4.5046, 2.4587, -3.1075)
H (5.0735, 2.9572, -1.5101)
H (3.5899, 1.3018, 0.3603)
H (3.4709, 3.0630, 0.4502)
H (2.0064, 2.1049, 0.3707)
H (2.0782, 1.1524, -5.4356)
H (2.7114, 2.5992, -4.6513)
H (3.5999, 1.0668, -4.5154)
H (-0.3790, -0.6530, -2.4204)
H (-2.1271, 1.0032, -2.6897)
H (-1.8484, 0.6286, -1.0004)
H (-0.8197, 2.3065, 0.5530)
H (-0.3261, 4.7096, 0.9690)
H (-0.4154, 6.3610, -0.8818)
H (-0.8779, 5.5656, -3.2090)
H (-1.3957, 3.1582, -3.6321)
H (-1.8372, -2.9493, -1.2310)
H (-1.4846, -5.4087, -1.2015)
H (0.8457, -6.3052, -1.1395)
H (2.7957, -4.7450, -1.2168)
H (2.3830, -2.2452, -1.0036)
H (-0.0918, -0.7034, 5.5943)
H (0.4626, -2.2599, 4.9647)
H (0.7357, -0.7747, 4.0507)
H (-2.0138, -1.4668, 6.1070)

Values from the calculation:
Electronic energy   -40974.8689 eV
E_LUMO   -4.3049 eV
2S+1   1
HOMO energy   -0.4074 hartree
Net charge   +1
SMILES string   Cc1cc(C)c([C@H](C)[C@@H](/C=[N+]2/[C@H](C(C)(C)C)N(C)C(=O)[C@@H]2Cc2ccccc2)c2ccccc2)c(C)c1

***

Computed, not measured: a molecular structure, C20H60N4O8 in a non-equilibrium geometry, with ωB97M-V/def2-TZVPD.

Element x y z (Å)
C (2.7321, -6.7160, 3.9929)
C (3.4401, -5.4760, 3.4429)
C (2.6221, -4.2240, 3.6089)
O (1.4241, -4.4270, 2.7889)
C (0.6521, -3.2790, 2.7209)
N (4.6251, -5.2200, 4.1859)
H (1.6481, -7.0850, 3.7069)
H (2.5531, -6.7640, 4.9379)
H (3.5511, -7.5620, 3.8329)
H (3.6051, -5.8210, 2.3819)
H (3.1991, -3.4060, 3.2899)
H (2.1361, -4.1300, 4.5809)
H (1.1981, -2.2670, 2.5129)
H (0.2171, -3.0730, 3.6829)
H (-0.2169, -3.1990, 1.9499)
H (4.9901, -4.2180, 4.1499)
H (5.2681, -5.8050, 4.0859)
C (-3.1819, 2.8150, 0.9719)
C (-3.5269, 1.4780, 0.3159)
C (-2.8979, 1.4740, -1.1301)
O (-3.4839, 2.5050, -1.9301)
C (-2.8409, 2.7410, -3.1341)
N (-3.0689, 0.4590, 1.1179)
H (-3.5989, 3.7320, 0.4619)
H (-2.0749, 3.0440, 1.1729)
H (-3.5129, 3.0730, 1.8959)
H (-4.8959, 1.6410, 0.1499)
H (-3.0899, 0.5380, -1.4261)
H (-1.7869, 1.7650, -1.0401)
H (-2.7189, 1.7570, -3.5671)
H (-1.8829, 3.2170, -3.0881)
H (-3.5849, 3.2760, -3.7461)
H (-2.0859, 0.6140, 1.2279)
H (-3.0679, -0.4210, 0.6099)
C (0.2081, 4.2110, -0.1601)
C (1.4711, 5.0880, 0.0499)
C (1.4511, 5.8810, 1.3839)
O (0.3331, 6.7680, 1.4139)
C (0.3601, 7.6860, 2.5309)
N (2.7411, 4.3040, -0.0201)
H (0.4231, 3.7840, -1.1051)
H (-0.6829, 4.6390, -0.4401)
H (0.0781, 3.3390, 0.6489)
H (1.5941, 5.7940, -0.9211)
H (2.3911, 6.5720, 1.3379)
H (1.7051, 5.3820, 2.3379)
H (-0.5319, 8.2600, 2.5179)
H (1.1991, 8.2870, 2.6559)
H (0.4031, 7.0040, 3.3309)
H (2.6081, 3.8120, 0.9199)
H (3.6541, 4.8990, 0.1309)
C (-2.2419, -3.9280, 0.1819)
C (-1.7349, -3.6320, -1.1921)
C (-2.4089, -2.4860, -1.7891)
O (-3.8359, -2.8630, -1.8691)
C (-4.8099, -1.7040, -1.8471)
N (-0.3259, -3.3960, -0.9441)
H (-2.2749, -2.9130, 0.7699)
H (-1.6489, -4.6240, 0.7369)
H (-3.3129, -4.1440, 0.0509)
H (-1.7349, -4.6660, -1.9801)
H (-2.0689, -2.3500, -2.8081)
H (-2.4419, -1.5070, -1.3291)
H (-4.8139, -1.0340, -2.8251)
H (-4.6459, -1.3540, -0.8981)
H (-5.5649, -2.2800, -1.6641)
H (0.3091, -3.4270, -1.6991)
H (0.2481, -4.1980, -0.5821)
C (4.1211, 1.7940, -1.9771)
O (2.8001, 2.1350, -1.9951)
H (4.6811, 2.6040, -2.2591)
H (3.9261, 0.9110, -2.7651)
H (4.4801, 1.2380, -0.8981)
H (2.6561, 2.6720, -1.3661)
C (0.3551, -2.6860, -3.3931)
O (0.9411, -2.1840, -2.2021)
H (-0.6909, -2.4300, -3.5191)
H (0.5231, -3.9240, -3.4261)
H (1.0051, -2.1230, -4.3051)
H (1.1831, -1.2430, -2.3181)
C (0.6001, -0.0240, -0.1451)
O (-0.3289, -0.7740, 0.6629)
H (0.4181, 0.9890, -0.4441)
H (0.5271, -0.7040, -1.1281)
H (1.6711, -0.1190, 0.2409)
H (-0.2859, -1.5640, 0.3069)
C (0.2511, 1.6220, -2.6981)
O (0.8611, 0.6850, -1.7481)
H (0.6581, 1.4100, -3.6261)
H (0.5371, 2.7070, -2.5091)
H (-0.8099, 1.6960, -2.8721)
H (1.4741, 1.0720, -1.2521)

Values from the calculation:
Electronic energy   -44029.7112 eV
E_LUMO   0.4225 eV
2S+1   1
HOMO energy   -0.2748 hartree

***

What is the electronic energy in the second record?
-40974.8689 eV